[1]
13
Properties=species:S:1:pos:R:3 method="wB97M-V/def2-TZVPD" spin_multiplicity=2 e_homo_ha="-0.6328 / -0.7004" e_tot_ha=-381.15647 de_lowest_kcal_mol=43.1 charge=+2 s2=0.750 lumo_ev="-10.50 / -10.72" orbital_gap_ev="6.7 / 8.3"
H -0.6966 -2.2025 2.1725
O -0.0262 -1.1369 2.2956
Y -1.1428 -3.1279 -0.8940
O -0.5612 0.1868 0.3689
C -0.6390 -0.7415 1.2614
O -1.4444 -1.6940 0.9633
C 0.6782 0.7592 -0.1051
C 0.3878 1.4913 -1.3917
H 1.0207 1.4269 0.6914
H 1.4445 -0.0141 -0.2135
H -0.5962 1.9770 -1.3621
H 1.1548 2.2639 -1.5334
H 0.4204 0.8119 -2.2533



[2]
79
Properties=species:S:1:pos:R:3 method="wB97M-V/def2-TZVPD" spin_multiplicity=8 e_homo_ha="-0.3585 / -0.3443" e_tot_ha=-3475.17080 charge=+1 s2=16.126 lumo_ev="-2.59 / -3.78" orbital_gap_ev="7.2 / 5.6"
Gd -1.8362 0.9859 -0.2578
C 0.8577 0.1072 -0.0936
C 0.5264 0.3373 -1.4715
C 0.5025 2.3696 -0.3755
C 0.8609 1.3680 0.5686
C 0.2714 1.7418 -1.6353
C 1.3964 -1.1454 0.4981
H 1.1879 -2.0258 -0.1222
H 0.9537 -1.3427 1.4864
H 2.4933 -1.0863 0.6289
C 1.4316 1.6403 1.9129
H 1.3535 0.7615 2.5620
H 0.9020 2.4653 2.4056
H 2.5000 1.9175 1.8564
C 0.6308 3.8280 -0.1249
H 1.6308 4.0627 0.2724
H -0.1014 4.1718 0.6172
H 0.4726 4.4085 -1.0392
C 0.0818 2.4654 -2.9275
H 0.9465 3.1135 -3.1512
H -0.8004 3.1248 -2.8994
H -0.0442 1.7776 -3.7714
C 0.7640 -0.6029 -2.5985
H 1.6530 -0.3124 -3.1856
H -0.0774 -0.6128 -3.3060
H 0.9197 -1.6333 -2.2492
C -1.2452 -4.0797 1.0200
C -0.4464 -4.6536 0.1146
C -0.7034 -4.6810 -1.3657
C -2.1775 -4.8146 -1.8301
C -2.8096 -3.4734 -2.3092
C -2.1297 -2.2592 -1.7768
C -2.0247 -2.0432 -0.2664
C -2.4042 -3.2047 0.6681
H -0.1481 -5.5322 -1.7866
H -2.7852 -5.3227 -1.0729
H -0.2704 -3.7928 -1.8334
H -3.2285 -3.7655 0.2274
H -1.1224 -4.2479 2.0992
H 0.4481 -5.2035 0.4343
H -2.8216 -2.7725 1.5910
H -0.9976 -1.6899 -0.0419
H -1.2135 -2.0239 -2.3291
H -2.7363 -1.2443 0.0861
H -2.1823 -5.4933 -2.6976
H -2.7158 -3.4844 -3.4125
P -4.5699 -3.0386 -2.0557
C -5.3382 -4.0126 -0.7329
C -5.3779 -3.6153 -3.5765
P -3.1707 -0.3685 -2.1303
C -4.7579 -1.2771 -1.8113
C -3.0864 -0.4015 -3.9521
C -3.9278 1.3955 -1.8478
H -5.6311 -3.3635 0.1061
H -4.6959 -4.8279 -0.3751
H -6.2459 -4.4842 -1.1387
H -6.4195 -3.8577 -3.3426
H -4.8797 -4.5233 -3.9462
H -5.3604 -2.8548 -4.3639
H -4.8043 1.3343 -2.5123
H -3.2956 2.2272 -2.2066
H -4.2949 1.6173 -0.8242
H -5.1217 -1.0677 -0.7859
H -5.5205 -0.8809 -2.5008
H -2.5505 0.5002 -4.2695
H -4.1059 -0.3648 -4.3581
H -2.5636 -1.2849 -4.3429
F -0.1070 1.6704 6.1374
C -0.7015 2.0310 4.9839
C -1.2648 1.0614 4.1480
F -1.1827 -0.2540 4.4664
C -1.8420 1.4588 2.9628
F -2.2545 0.4343 2.0587
C -1.9115 2.7941 2.5410
S -2.6567 3.2332 1.0310
C -1.3099 3.7480 3.4021
F -1.2617 5.0390 3.0083
C -0.7207 3.3778 4.6084
F -0.1448 4.3077 5.3975



[3]
14
Properties=species:S:1:pos:R:3 method="wB97M-V/def2-TZVPD" e_homo_ha=-0.3162 e_tot_ha=-233.32040 de_lowest_kcal_mol=41.8 smiles="C1=C[C@H]2C[C@H]2C1" lumo_ev=1.23 orbital_gap_ev=9.8
C -1.3647 0.3119 0.1571
C -0.2752 0.4716 -0.8623
C 1.0846 0.8077 -0.3398
C 1.0853 -0.1276 0.8587
C 0.3924 -1.2481 0.5871
C -0.6149 -0.9379 -0.4804
H -1.2069 0.2389 1.2222
H -2.2680 0.8795 -0.0515
H -0.6435 0.8215 -1.8215
H 1.2204 1.8701 -0.1259
H 1.8784 0.4969 -1.0378
H 1.2788 0.2432 1.8602
H 0.3400 -2.1282 1.2232
H -1.0567 -1.6909 -1.1294



[4]
18
Properties=species:S:1:pos:R:3 method="wB97M-V/def2-TZVPD" e_homo_ha=-0.3348 e_tot_ha=-327.10613 de_lowest_kcal_mol=15.8 smiles="CCN(C)C(C)=O" lumo_ev=0.93 orbital_gap_ev=10.0
C 0.9608 -1.4679 -0.9206
C 1.4805 -0.4320 0.0747
N 0.4038 0.4797 0.4831
C -0.3052 0.1603 1.7051
C -0.2227 1.0954 -0.5780
O 0.4234 1.4851 -1.5370
C -1.7398 1.0779 -0.6083
H 1.7614 -2.1274 -1.2684
H 0.5463 -0.9541 -1.7940
H 0.1590 -2.0729 -0.4759
H 2.3051 0.1451 -0.3520
H 1.8512 -0.9230 0.9795
H 0.3955 0.1946 2.5471
H -1.0712 0.9167 1.8942
H -0.7842 -0.8325 1.6991
H -2.0188 1.0865 -1.6654
H -2.1744 1.9515 -0.1149
H -2.1292 0.1670 -0.1358



[5]
14
Properties=species:S:1:pos:R:3 method="wB97M-V/def2-TZVPD" e_homo_ha=-0.3529 e_tot_ha=-358.04618 de_lowest_kcal_mol=2.3 smiles="[H]/N=C/NC(=O)NC" lumo_ev=0.79 orbital_gap_ev=10.4
C 2.5684 0.1587 0.0306
N 1.1910 0.1068 0.4695
C 0.1597 0.1079 -0.4242
O 0.3033 0.1905 -1.6328
N -1.0969 -0.0053 0.1660
C -2.2513 -0.1342 -0.5854
N -3.3545 -0.3961 -0.0136
H 2.5695 0.0375 -1.0534
H 3.1460 -0.6541 0.4831
H 3.0403 1.1161 0.2788
H 0.9959 0.1029 1.4576
H -1.2039 -0.1800 1.1559
H -2.0700 0.0122 -1.6521
H -4.0973 -0.4560 -0.7058



[6]
41
Properties=species:S:1:pos:R:3 method="wB97M-V/def2-TZVPD" e_homo_ha=-0.3042 e_tot_ha=-946.15399 de_lowest_kcal_mol=4.0 smiles=CCO[Si](C)(CCCNCCN)OCC lumo_ev=0.82 orbital_gap_ev=9.1
O -2.2932 0.2122 0.3952
O -0.2006 -1.7174 0.7271
N 3.2466 3.1339 -1.0645
N 2.5029 0.2939 -1.7550
C -2.2252 2.5607 1.2060
C -0.6623 -2.7707 2.9025
C -1.6028 1.4269 0.4080
C -0.2801 -1.4947 2.0963
C 2.6063 2.1971 -0.1296
C 2.9553 0.7735 -0.4057
C 1.4144 -0.7205 -1.7639
C 0.0826 -0.1274 -2.1290
C -2.7231 -2.6542 -0.1719
C -1.1234 -0.9782 -1.9709
Si -1.5110 -1.1924 -0.1505
H 3.0978 4.0733 -0.7834
H 4.2355 2.9940 -1.0159
H 2.2714 1.0714 -2.3936
H -1.6218 3.4691 1.2193
H -2.4004 2.2708 2.2212
H -3.1838 2.9056 0.8173
H -0.5644 -2.5719 3.9592
H -1.7283 -3.0398 2.7225
H -0.0698 -3.6908 2.6446
H -1.4668 1.7499 -0.6214
H -0.5984 1.2670 0.8211
H -0.9910 -0.6680 2.2568
H 0.6982 -1.1367 2.4640
H 2.8023 2.4636 0.9039
H 1.5218 2.3002 -0.2876
H 4.0258 0.6059 -0.2974
H 2.4167 0.1684 0.3414
H 1.7349 -1.5342 -2.3924
H 1.3478 -1.2198 -0.7653
H 0.1854 0.2016 -3.1759
H -0.1120 0.8135 -1.5963
H -3.5390 -2.5688 0.5414
H -3.1460 -2.7831 -1.1620
H -2.0983 -3.5328 0.0644
H -2.0411 -0.5416 -2.3480
H -0.9626 -2.0095 -2.3317